143
Properties=species:S:1:pos:R:3:forces:R:3:lowdin_charge:R:1 method="wB97M-V/def2-TZVPD" homo_ev=-4.3 max_force_ev_per_a=6.1 gap_ev=6.4 total_energy_ha=-3231.35399 charge=-1
C 1.5872 3.8483 2.6165 -0.282 0.696 -0.480 -0.13
C 1.2075 3.6997 1.0647 0.164 -0.931 -0.259 -0.31
C 1.2818 2.1871 0.5096 0.270 0.127 0.454 -0.38
C 0.4914 1.1194 1.4102 1.115 0.622 0.727 -0.18
In 0.5280 2.2686 -1.6576 0.226 0.158 0.905 0.79
N -0.3935 0.4273 -2.2201 -0.034 0.211 -0.369 -0.15
C -1.0998 3.8588 -1.6717 -0.261 0.636 0.632 -0.33
C -2.1822 3.3784 -0.5615 1.644 -0.605 -0.706 -0.56
S -3.8679 3.6303 -1.2982 -0.738 -1.543 1.093 0.89
C -4.8563 2.1084 -0.9844 -1.430 -1.579 -2.695 -0.53
N -5.5789 1.5342 -2.0725 2.335 1.728 3.714 -0.03
N -6.2619 0.4489 -1.6127 1.886 0.820 5.724 -0.01
C -5.9402 0.3631 -0.2305 -0.948 -0.003 -3.967 -0.13
O -5.0430 1.3664 0.2141 -1.831 -0.743 -3.283 -0.02
O 2.2110 2.7560 -2.8152 0.254 -1.416 -0.620 -0.39
C 2.8047 1.5886 -3.4082 0.270 0.583 -0.090 -0.34
C 3.4592 0.5663 -2.3097 -0.201 0.238 -2.130 -0.31
C 5.0601 0.5440 -2.5752 -0.366 -0.530 0.573 -0.11
C 2.8327 -0.8745 -2.6101 0.312 -0.523 0.215 -0.16
C 2.7692 -1.8826 -1.3608 0.243 -0.787 -0.289 -0.37
C 3.5297 -1.3951 -0.0405 -1.137 -0.515 0.203 -0.09
C 1.2567 -2.3195 -1.0330 0.853 -0.605 0.620 -0.09
H 0.6542 3.7125 3.2785 1.486 -0.027 -0.919 0.07
H 2.4073 3.0990 2.8978 -1.171 1.122 -0.305 0.07
H 1.9435 4.9326 2.7745 -0.385 -1.653 0.006 0.06
H 0.1590 4.1034 0.8666 1.356 -0.294 0.409 0.07
H 1.9325 4.3024 0.3998 -1.081 -0.736 1.137 0.10
H 2.3948 1.8950 0.5567 -1.531 0.368 -0.221 0.07
H 1.1992 0.8208 2.2728 -1.181 0.278 -1.010 0.07
H -0.4058 1.6293 1.9000 0.811 -0.894 -0.764 0.07
H 0.2357 0.1503 0.8697 0.094 1.390 0.564 0.04
H -0.4594 0.3143 -3.2469 -0.303 0.064 0.896 -0.05
H -1.3323 0.3531 -1.8033 0.439 -0.007 -0.607 -0.06
H -0.6115 4.8484 -1.3339 -1.049 -1.307 -0.705 0.02
H -1.5357 3.9231 -2.7233 0.434 0.092 1.499 0.02
H -2.0485 2.2569 -0.3846 -0.440 1.455 -0.068 0.05
H -1.9911 3.9333 0.4110 -0.682 -0.708 -1.191 0.07
H -6.4331 -0.4787 0.3499 1.318 1.532 -0.131 0.12
H 3.6451 1.9189 -4.1327 -1.080 -0.328 1.014 0.10
H 2.0362 1.0460 -4.0840 1.044 0.460 1.037 0.10
H 3.2059 1.0079 -1.2948 0.386 -0.813 -1.188 0.10
H 5.2985 0.3799 -3.6911 -0.518 0.483 1.620 0.07
H 5.5329 1.5199 -2.1860 -0.603 -1.519 -0.716 0.08
H 5.5272 -0.3679 -2.0428 -0.573 1.504 -0.615 0.06
H 3.5078 -1.3581 -3.4151 -0.987 0.736 1.076 0.11
H 1.7728 -0.8369 -3.0623 1.644 0.305 0.828 0.08
H 3.3009 -2.8529 -1.6989 -0.784 1.361 0.499 0.12
H 3.7125 -2.3253 0.6027 -0.237 1.309 -0.810 0.06
H 2.7812 -0.7360 0.5400 1.487 -0.698 -0.759 0.09
H 4.5203 -0.8681 -0.2176 -1.401 -0.538 0.174 0.06
H 0.6442 -1.4441 -0.6065 0.892 -1.321 -0.946 0.06
H 1.3387 -3.1545 -0.2298 -0.302 1.419 -1.254 0.06
H 0.7642 -2.7946 -1.9537 0.685 1.067 1.457 0.05
C 0.8856 -4.5561 3.2982 0.138 0.207 0.009 -0.02
C 1.6607 -5.0730 2.1177 0.383 0.390 -0.230 -0.49
O 2.3970 -4.3436 1.4809 -0.098 -0.416 0.343 0.04
C 1.4890 -6.5237 1.7558 0.110 -0.068 -0.324 -0.03
H 1.1072 -3.4963 3.4400 -0.072 -0.115 -0.075 0.09
H -0.1852 -4.6682 3.1141 0.156 -0.076 0.184 0.06
H 1.1751 -5.0989 4.2017 -0.138 -0.145 -0.024 0.08
H 0.4445 -6.7248 1.5064 -0.016 -0.032 0.160 0.08
H 1.8072 -7.1523 2.5891 -0.178 -0.003 -0.025 0.06
H 2.1073 -6.7555 0.8862 -0.051 0.056 0.117 0.09
C -1.4370 -6.0633 -3.4067 0.302 -0.101 0.062 -0.03
C -1.8555 -4.6881 -2.9592 0.558 0.515 0.059 -0.51
O -1.0349 -3.8551 -2.6281 -0.575 -0.500 -0.220 0.05
C -3.3300 -4.3852 -2.9380 -0.034 0.334 0.139 -0.02
H -0.3481 -6.1390 -3.3715 -0.127 0.057 0.018 0.09
H -1.8622 -6.8170 -2.7394 -0.100 -0.035 -0.114 0.08
H -1.7669 -6.2358 -4.4322 -0.128 -0.057 0.128 0.07
H -3.8398 -5.0645 -2.2507 -0.076 -0.085 -0.159 0.08
H -3.7432 -4.4836 -3.9439 -0.027 -0.165 0.069 0.08
H -3.4837 -3.3598 -2.5950 0.054 -0.112 -0.050 0.08
C 2.4118 9.0069 0.8494 -0.043 -0.040 0.402 -0.02
C 1.5904 7.8658 0.3088 -0.304 -0.573 0.254 -0.49
O 0.9879 7.1147 1.0506 0.453 0.320 -0.386 0.04
C 1.5442 7.6913 -1.1858 -0.257 -0.299 0.018 -0.01
H 2.3531 9.0104 1.9399 -0.003 -0.014 -0.130 0.08
H 3.4565 8.8847 0.5554 -0.055 0.152 -0.127 0.08
H 2.0219 9.9558 0.4748 0.168 -0.005 -0.111 0.08
H 2.5502 7.5106 -1.5703 -0.036 0.164 -0.076 0.09
H 1.1158 8.5820 -1.6510 0.200 0.045 -0.057 0.09
H 0.9167 6.8319 -1.4307 0.106 0.079 0.048 0.07
C -2.3005 -1.0264 2.3800 0.260 -0.130 0.231 -0.02
C -2.5270 -2.4856 2.0901 0.400 -0.344 0.253 -0.47
O -1.8395 -3.3478 2.6069 -0.496 0.386 -0.217 0.05
C -3.6365 -2.8381 1.1353 0.061 -0.382 -0.026 -0.02
H -1.4711 -0.9211 3.0822 -0.072 -0.009 -0.134 0.09
H -2.0469 -0.4990 1.4578 -0.160 0.075 0.048 0.07
H -3.1971 -0.5931 2.8292 -0.042 0.090 -0.199 0.09
H -3.4418 -2.3906 0.1581 -0.128 0.129 0.058 0.08
H -4.5921 -2.4851 1.5294 0.016 0.138 -0.144 0.08
H -3.6843 -3.9230 1.0205 0.024 0.127 0.025 0.08
C -0.2314 -2.4302 -6.0826 -0.136 -0.142 0.415 -0.01
C -1.0417 -3.5677 -6.6436 -0.170 -0.178 0.527 -0.48
O -1.6473 -4.3304 -5.9142 0.112 0.219 -0.455 0.06
C -1.0742 -3.7257 -8.1412 -0.262 -0.368 -0.047 -0.03
H -0.2998 -2.4398 -4.9923 0.011 -0.008 -0.111 0.08
H 0.8166 -2.5438 -6.3685 -0.046 0.172 -0.121 0.09
H -0.6224 -1.4788 -6.4496 0.184 0.000 -0.117 0.09
H -0.0640 -3.8969 -8.5187 -0.025 0.211 -0.060 0.08
H -1.5027 -2.8321 -8.5996 0.212 0.033 -0.043 0.08
H -1.6957 -4.5851 -8.4013 0.068 0.097 0.050 0.08
C 5.4243 -5.4303 3.7600 -0.059 -0.105 -0.380 -0.02
C 4.5388 -6.4862 4.3658 -0.291 -0.350 -0.477 -0.49
O 3.9147 -7.2627 3.6683 0.299 0.272 0.398 0.05
C 4.4554 -6.5434 5.8685 -0.272 -0.298 0.057 -0.03
H 5.3864 -5.5071 2.6715 -0.056 0.027 0.141 0.09
H 5.0737 -4.4382 4.0529 0.157 -0.004 0.085 0.08
H 6.4562 -5.5785 4.0862 -0.040 0.167 0.138 0.08
H 4.0621 -5.6008 6.2551 0.205 0.026 0.056 0.09
H 5.4440 -6.7410 6.2883 -0.016 0.211 0.054 0.08
H 3.7821 -7.3509 6.1632 0.077 0.094 -0.063 0.08
C -9.3828 0.2643 0.6205 0.238 -0.014 0.197 -0.04
C -9.5932 -1.2018 0.3557 0.443 -0.434 0.288 -0.50
O -8.8750 -2.0443 0.8608 -0.270 0.368 -0.226 0.05
C -10.7260 -1.5857 -0.5587 0.032 -0.395 -0.003 -0.03
H -8.5336 0.3910 1.2945 -0.128 -0.008 -0.077 0.07
H -9.1672 0.7832 -0.3160 -0.148 0.066 0.040 0.09
H -10.2713 0.6884 1.0935 -0.030 0.076 -0.182 0.08
H -10.5704 -1.1479 -1.5468 -0.140 0.128 0.075 0.09
H -11.6746 -1.2442 -0.1388 0.017 0.146 -0.157 0.08
H -10.7582 -2.6725 -0.6582 0.033 0.135 0.031 0.08
C 6.0353 -1.2474 2.7942 -0.362 -0.156 0.011 -0.03
C 5.9497 0.2032 2.3973 -0.777 0.312 -0.221 -0.51
O 4.8904 0.7117 2.0959 0.538 -0.151 0.245 0.07
C 7.2301 0.9972 2.3889 -0.069 0.345 -0.121 -0.03
H 5.0387 -1.6923 2.7545 0.102 0.090 -0.062 0.07
H 6.6864 -1.7848 2.1010 0.106 -0.011 0.150 0.09
H 6.4169 -1.3320 3.8145 0.196 -0.055 -0.085 0.08
H 7.9344 0.5597 1.6779 0.097 -0.054 0.170 0.08
H 7.6647 1.0126 3.3909 0.144 -0.131 -0.084 0.08
H 7.0169 2.0237 2.0839 -0.016 -0.143 0.026 0.08
C -1.3623 8.0848 2.4116 0.084 0.507 0.092 -0.02
C -2.2114 9.2162 2.9252 0.364 0.438 -0.006 -0.50
O -1.7656 10.3442 3.0348 -0.257 -0.401 -0.017 0.05
C -3.6361 8.8996 3.2990 -0.160 0.417 0.135 -0.03
H -0.3649 8.4564 2.1833 -0.230 -0.084 0.115 0.06
H -1.2794 7.3069 3.1736 -0.085 -0.133 -0.177 0.10
H -1.8006 7.6755 1.4990 0.000 -0.202 0.129 0.09
H -3.6540 8.1575 4.0999 -0.061 -0.135 -0.175 0.08
H -4.1751 8.5262 2.4258 0.029 -0.199 0.113 0.08
H -4.1283 9.8082 3.6524 0.073 -0.094 -0.043 0.08